(1)
ORCA calculation (the ωB97M-V functional and the def2-TZVPD basis) on a structure of composition C47H40BrF3GaGeIP.

The geometry in ORCA input format:
```
! RIJCOSX wB97M-V def2-TZVPD def2/J DEFGRID3
* xyz -1 1
Ga 0.27481 0.08484 0.76784
C -1.14988 3.72890 1.89585
C -1.57878 4.46560 0.65953
C -2.25789 5.67483 0.76737
C -2.66691 6.37852 -0.35591
C -2.40182 5.87486 -1.61893
C -1.72350 4.67126 -1.74494
C -1.30578 3.96367 -0.62163
P -0.39284 2.38578 -0.76660
C -0.66461 1.91091 -2.51250
C -1.80132 1.11763 -2.67566
C -2.19610 0.66740 -3.92312
C -1.42844 0.98819 -5.03008
C -0.29409 1.76877 -4.87849
C 0.10348 2.25526 -3.63469
C 1.32168 3.13649 -3.57148
C 1.33747 2.89306 -0.53068
C 1.75717 4.21101 -0.37438
C 3.07678 4.49611 -0.06594
C 3.98464 3.45407 0.08870
C 3.57364 2.14098 -0.06088
C 2.24786 1.83220 -0.37116
C 1.77756 0.42944 -0.49615
H -1.53221 4.22089 2.78972
H -0.06006 3.68915 1.97350
H -1.50775 2.69692 1.89044
H -2.47544 6.06476 1.75480
H -3.19891 7.31480 -0.24222
H -2.72193 6.41060 -2.50344
H -1.52599 4.26933 -2.73113
H -2.36944 0.82593 -1.80060
H -3.07544 0.04444 -4.02041
H -1.70277 0.62328 -6.01216
H 0.30968 2.00891 -5.74638
H 1.68861 3.33170 -4.57916
H 2.12782 2.66900 -3.00669
H 1.10579 4.09213 -3.09167
H 1.04519 5.01986 -0.49383
H 3.39514 5.52347 0.05577
H 5.01815 3.66838 0.33248
H 4.28043 1.32921 0.06502
H 2.57611 -0.28865 -0.30287
H 1.36349 0.21750 -1.48386
C -0.60794 0.04656 2.40935
Ge 0.24733 -1.15905 3.62264
C 0.18855 -0.33533 5.41578
C -0.91068 0.44752 5.77282
C -0.98245 1.06151 7.01572
C 0.05380 0.91006 7.92705
C 1.15692 0.14129 7.58717
C 1.21854 -0.47470 6.34315
C -0.63062 -2.91482 3.78498
C -0.54052 -3.89357 2.79601
C -1.20835 -5.10466 2.91860
C -1.98395 -5.36302 4.03944
C -2.08866 -4.40076 5.03314
C -1.41659 -3.19260 4.90397
C 2.17611 -1.52871 3.31053
C 3.00113 -0.44791 2.98993
C 4.35327 -0.61784 2.73316
C 4.91079 -1.88936 2.77239
C 4.10918 -2.97651 3.08388
C 2.75823 -2.79296 3.35710
H -0.41983 1.04324 2.84172
H -1.71417 0.58445 5.05711
H -1.84697 1.66182 7.27362
H 0.00267 1.39197 8.89602
H 1.97184 0.02138 8.29127
H 2.08859 -1.07100 6.08947
H 0.03984 -3.70624 1.90031
H -1.12915 -5.84292 2.12976
H -2.50711 -6.30701 4.13583
H -2.69434 -4.59062 5.91175
H -1.50522 -2.45540 5.69447
H 2.57304 0.55009 2.93430
H 4.97049 0.24109 2.49550
H 5.96316 -2.03096 2.55887
H 4.53428 -3.97277 3.11093
H 2.15001 -3.65476 3.60915
F -1.18016 -3.16877 -0.24868
C -0.28855 -2.39043 -0.89464
F 0.73359 -2.21504 0.10375
F -0.92254 -1.05157 -0.73979
Br 3.55730 -0.18597 -4.28767
C 2.41276 -0.72057 -5.70834
C 2.75848 -0.30014 -6.98672
C 1.96689 -0.65830 -8.06464
C 0.83772 -1.43904 -7.85559
C 0.50762 -1.84468 -6.57327
C 1.28415 -1.49044 -5.47013
I 0.63038 -2.06979 -3.53432
H 3.64416 0.30410 -7.12793
H 2.23613 -0.33219 -9.06089
H 0.21135 -1.72786 -8.69011
H -0.37907 -2.44406 -6.40988
*
```

- HOMO energy (eV) = -4.2
- Kohn-Sham gap (eV) = 6.50
- E (Eh) = -9329.36914

(2)
ORCA calculation (the ωB97M-V functional and the def2-TZVPD basis) on the molecule C5H11NO.

The geometry in ORCA input format:
```
! RIJCOSX wB97M-V def2-TZVPD def2/J DEFGRID3
* xyz 0 1
C 0.12211 0.61533 -1.82285
C -0.48907 1.00018 -0.50826
C -1.86749 1.65714 -0.62783
C -0.62838 -0.21526 0.43720
C 0.72084 -0.79055 0.84165
N 0.92343 -2.13245 0.88806
O 1.59558 -0.02429 1.20651
H -0.58334 0.06608 -2.46067
H 0.61459 1.41724 -2.36379
H 0.86597 -0.18265 -1.68631
H 0.12617 1.72042 0.03685
H -2.35513 1.94097 0.30395
H -2.56793 0.95861 -1.10160
H -1.77860 2.54759 -1.25286
H -1.08452 0.15127 1.35297
H -1.29356 -0.94480 -0.02891
H 1.82174 -2.43774 1.20973
H 0.24679 -2.86154 0.67410
*
```

- HOMO energy (eV) = -9.7
- SMILES = CC(C)CC(N)=O
- Kohn-Sham gap (eV) = 10.61
- relative energy (zero: lowest compared OMol25 entry of this formula, charge and spin) (kJ/mol) = 6.8
- E (Eh) = -327.12876

(3)
ORCA calculation (the ωB97M-V functional and the def2-TZVPD basis) on a cluster of 9 separate species, C33H84O27S7 in total.

The geometry in ORCA input format:
```
! RIJCOSX wB97M-V def2-TZVPD def2/J DEFGRID3
* xyz 0 1
C -1.49730 1.30783 0.28258
C -1.09142 0.36997 -0.81339
O -0.22155 1.14037 -1.57988
S 0.36394 0.44416 -3.01013
C -0.31895 1.84662 -3.98567
O 1.80354 0.46759 -3.14291
O -0.33334 -0.75846 -3.44004
H -0.75306 1.61299 1.01816
H -2.42596 1.12506 0.82321
H -1.78055 2.27002 -0.14409
H -0.63705 -0.44131 -0.24465
H -1.92083 0.09493 -1.46495
H -1.34483 1.57221 -4.23136
H 0.30888 1.98232 -4.86630
H -0.21119 2.73327 -3.36088
C -0.28823 6.75876 4.60978
C -0.04136 7.62726 3.40095
O 0.09582 6.72773 2.25154
S 0.37341 7.47548 0.80030
C -1.34272 7.73436 0.07376
O 1.05783 8.77187 0.93530
O 0.98907 6.34136 0.10051
H 0.55273 6.08078 4.75549
H -1.16288 6.11157 4.54469
H -0.34165 7.35236 5.52240
H -0.77716 8.41037 3.21805
H 0.87965 8.18832 3.55924
H -1.33602 8.66955 -0.48612
H -1.96372 7.93279 0.94731
H -1.53399 6.78668 -0.42964
C 4.61643 0.25744 1.84643
C 6.05336 0.50782 2.39336
O 6.83298 1.51037 1.65720
S 7.07292 3.03324 2.39389
C 5.35033 3.63363 2.28557
O 7.38216 2.75843 3.79484
O 7.95317 3.78908 1.40900
H 4.67934 -0.04527 0.80120
H 4.15439 1.23541 1.98133
H 4.03447 -0.51251 2.35298
H 6.13708 0.56956 3.47838
H 6.65592 -0.35924 2.12275
H 4.71263 2.95071 2.84687
H 5.08374 3.60944 1.22895
H 5.47285 4.63407 2.70055
C -0.47724 -0.22312 -10.83627
C 0.90501 -0.17735 -11.41678
O 0.82174 0.91630 -12.38020
S 1.27020 2.45818 -12.01214
C 1.97310 2.79795 -13.67632
O 0.12189 3.26065 -11.69503
O 2.36201 2.38406 -11.03907
H -1.20860 -0.01133 -11.61625
H -0.41455 0.58963 -10.11266
H -0.64341 -1.21916 -10.42593
H 1.66364 -0.07069 -10.64140
H 1.08402 -1.11717 -11.93908
H 1.45153 2.21747 -14.43731
H 2.97306 2.36625 -13.71912
H 1.98357 3.88026 -13.80509
C -8.74322 0.83521 -6.93169
C -7.99072 1.09229 -5.55008
O -8.75127 1.96810 -4.61086
S -8.00112 2.08206 -3.11068
C -8.66626 0.44152 -2.42312
O -6.53194 2.03102 -3.25095
O -8.74065 3.03835 -2.34711
H -9.65086 0.23359 -6.98017
H -8.00994 0.42660 -7.62698
H -9.06287 1.72731 -7.47028
H -7.95892 0.14492 -5.01197
H -7.00311 1.52873 -5.69919
H -8.22923 0.38259 -1.42631
H -8.35352 -0.42785 -3.00146
H -9.74283 0.47241 -2.25535
C 1.72656 12.62531 -6.95328
C 2.77501 11.52022 -6.81100
O 2.36601 10.32394 -6.13433
S 1.90441 9.03521 -7.01804
C 3.28203 7.88605 -6.87941
O 0.78868 8.34807 -6.28985
O 1.69538 9.44875 -8.42578
H 2.17231 13.55701 -7.30162
H 1.15620 12.65759 -6.02498
H 0.90562 12.39887 -7.63363
H 3.18959 11.26166 -7.78536
H 3.49335 12.02423 -6.16442
H 2.98071 6.88747 -7.19585
H 3.53312 7.86067 -5.81903
H 4.08432 8.28415 -7.50066
C 8.18070 -4.05957 -4.20884
C 6.93726 -3.91741 -3.34834
O 7.04152 -4.74569 -2.17609
S 5.73962 -5.73433 -1.58373
C 5.69630 -7.02256 -2.87117
O 6.23486 -6.25134 -0.33642
O 4.46190 -5.01055 -1.66393
H 8.14524 -3.89110 -5.28514
H 8.68896 -5.02339 -4.18032
H 8.93892 -3.38686 -3.80798
H 6.80733 -2.90026 -2.97872
H 6.10612 -4.13845 -4.01801
H 6.43101 -7.76438 -2.55812
H 5.97011 -6.42483 -3.74056
H 4.71691 -7.49987 -2.90403
C 2.88931 -0.46769 16.26284
O 2.63887 -0.81162 14.93266
C 1.77149 0.08462 14.29621
C 1.14808 -0.50381 12.94787
O 2.10227 -0.93075 11.97073
C 1.72066 -2.14833 11.22412
C 0.55605 -1.97767 10.16271
O 0.96303 -1.13947 9.11183
C 0.83737 0.26587 9.25364
H 3.95588 -0.57214 16.46187
H 2.28103 -1.23580 16.74044
H 2.42212 0.44244 16.63902
H 2.31000 1.01816 14.13305
H 0.94934 0.18130 15.00531
H 0.56631 0.31757 12.52958
H 0.46193 -1.31569 13.18901
H 1.50998 -2.98580 11.88921
H 2.52570 -2.52899 10.59554
H -0.42906 -1.76777 10.57937
H 0.57298 -2.97666 9.72703
H 1.54388 0.64118 8.51332
H 1.03030 0.77894 10.19579
H -0.14708 0.64123 8.97425
C -7.01280 -14.30055 2.26642
O -7.72217 -13.09006 2.28411
C -7.74459 -12.66336 3.62392
C -6.47667 -11.85504 3.96575
O -6.12051 -10.73238 3.34450
C -5.02620 -9.95805 3.83541
C -4.67042 -8.77856 3.00120
O -3.76365 -8.04358 3.55971
C -3.33450 -7.00190 2.68479
H -7.06068 -14.88135 3.18755
H -6.00042 -14.09272 1.92001
H -7.43075 -14.97438 1.51852
H -7.92799 -13.39013 4.41529
H -8.66982 -12.08752 3.60239
H -5.74077 -12.64224 3.80184
H -6.66976 -11.54032 4.99131
H -4.05284 -10.44861 3.83112
H -5.04390 -9.65742 4.88299
H -5.66625 -8.42942 2.72821
H -4.29170 -9.13651 2.04383
H -4.11489 -6.39579 2.22465
H -2.75253 -7.33883 1.82694
H -2.75976 -6.25742 3.23572
*
```

- HOMO energy (eV) = -9.3
- SMILES = CCOS(C)(=O)=O.CCOS(C)(=O)=O.CCOS(C)(=O)=O.CCOS(C)(=O)=O.CCOS(C)(=O)=O.CCOS(C)(=O)=O.CCOS(C)(=O)=O.COCCOCCOC.COCCOCCOC
- Kohn-Sham gap (eV) = 9.56
- relative energy (zero: lowest compared OMol25 entry of this formula, charge and spin) (kJ/mol) = 592.6
- E (Eh) = -6126.00671

Q: Which of these has the highest E?
A: C5H11NO